Entry 1:
Formula: C4H2N2OS3
Source: the Open Molecules 2025 dataset
Level of theory: ωB97M-V/def2-TZVPD

Structure (ORCA input):
```
! RIJCOSX wB97M-V def2-TZVPD def2/J DEFGRID3
* xyz 0 1
C -0.8745 1.5382 -0.3300
H 2.0187 -1.4982 -0.5664
S -2.4015 2.1351 -0.6561
S 0.5472 2.4793 0.1859
H 2.5244 1.2709 0.6833
C -1.5775 -2.0308 0.5941
N -1.2610 -2.7709 1.4038
N -0.5633 0.2835 -0.4061
C 1.5109 1.1218 0.2053
S -1.9006 -1.0947 -0.7628
C 0.8239 -0.0404 -0.1303
O 1.1532 -1.3937 -0.2207
*
```

The LUMO energy is -1.59 eV. As for the structure (SMILES): N#CSn1c(O)csc1=S.

---

Entry 2:
Formula: C4H2N2S
Source: the Open Molecules 2025 dataset
Level of theory: ωB97M-V/def2-TZVPD

Structure (ORCA input):
```
! RIJCOSX wB97M-V def2-TZVPD def2/J DEFGRID3
* xyz 0 1
H -2.2162 -1.7896 0.0071
C -1.4158 -1.0741 -0.0096
H -0.4941 2.0048 0.0060
N 3.1684 0.8564 0.0076
C 0.7890 -0.0003 -0.0009
C -0.5382 0.9375 -0.0041
N -1.6136 0.2066 -0.0099
C 2.0890 0.4575 -0.0026
S 0.2316 -1.5989 0.0065
*
```

The LUMO energy is -0.70 eV. As for the structure (SMILES): N#Cc1cncs1.

---

Entry 3:
Formula: C4H2O2
Source: the Open Molecules 2025 dataset
Level of theory: ωB97M-V/def2-TZVPD

Structure (ORCA input):
```
! RIJCOSX wB97M-V def2-TZVPD def2/J DEFGRID3
* xyz 0 1
H -1.0700 -1.9622 -0.0390
C -0.5224 -1.0228 -0.0565
O 2.5803 0.5740 0.0224
C 1.6200 -0.0688 -0.0532
C 0.7985 -1.0651 -0.0532
O -1.2285 0.1715 0.0356
C -0.7205 1.3692 -0.1472
H -1.4573 2.0041 0.2909
*
```

The LUMO energy is -1.10 eV.

---

Entry 4:
Formula: C4H2O2
Source: the Open Molecules 2025 dataset
Level of theory: ωB97M-V/def2-TZVPD

Structure (ORCA input):
```
! RIJCOSX wB97M-V def2-TZVPD def2/J DEFGRID3
* xyz 0 1
O -0.9121 0.8785 -0.2311
O -2.4224 -0.9370 -0.5607
C 2.4950 0.1181 -0.3000
C 1.2989 0.1326 -0.1188
H 3.5476 0.1237 -0.4862
H -2.0820 -0.0555 1.2796
C -0.0755 0.0004 0.1820
C -1.8495 -0.2607 0.2352
*
```

The LUMO energy is -0.92 eV.

---

Entry 5:
Formula: C4H2O2
Source: the Open Molecules 2025 dataset
Level of theory: ωB97M-V/def2-TZVPD

Structure (ORCA input):
```
! RIJCOSX wB97M-V def2-TZVPD def2/J DEFGRID3
* xyz 0 1
O -0.4196 0.6620 0.1510
H -1.4455 -0.8116 1.0605
C -0.2528 2.1748 -2.1658
O 0.6179 -1.1114 0.8023
C -0.4481 -0.6159 0.6909
C -0.7901 2.0960 -3.2093
C 0.5222 1.2492 -0.4606
H 1.3615 0.8287 -0.8893
*
```

The LUMO energy (spin up / spin down) is -3.23 / -3.23 eV.

---

Entry 6:
Formula: C4H2O2
Source: the Open Molecules 2025 dataset
Level of theory: ωB97M-V/def2-TZVPD

Structure (ORCA input):
```
! RIJCOSX wB97M-V def2-TZVPD def2/J DEFGRID3
* xyz 0 3
H 1.2805 -1.8443 -0.9889
C -1.7874 0.3684 0.3756
C 1.4689 0.3583 -0.0111
C 1.0449 -0.8918 -0.5765
H -1.9565 -0.1202 1.3250
C 0.1013 -0.0266 -0.1670
O 2.3041 1.1218 0.3532
O -2.4557 1.0344 -0.3103
*
```

The LUMO energy (spin up / spin down) is 0.19 / -3.24 eV.

---

Entry 7:
Formula: C4H2O2P
Source: the Open Molecules 2025 dataset
Level of theory: ωB97M-V/def2-TZVPD

Structure (ORCA input):
```
! RIJCOSX wB97M-V def2-TZVPD def2/J DEFGRID3
* xyz -1 1
C 2.1044 1.7198 0.0027
C 0.3239 -1.9129 -0.0597
H 3.0957 1.8694 -0.4744
O -2.5941 0.1896 -1.2771
O -2.6161 0.3057 1.3116
P -1.9197 0.0802 0.0755
H 1.3227 -2.2182 0.0605
C 0.9870 1.2765 0.1901
C -0.7039 -1.3101 0.1707
*
```

The LUMO energy (spin up / spin down) is 2.87 / 2.87 eV.

---

Entry 8:
Formula: C4H2O2S3
Source: the Open Molecules 2025 dataset
Level of theory: ωB97M-V/def2-TZVPD

Structure (ORCA input):
```
! RIJCOSX wB97M-V def2-TZVPD def2/J DEFGRID3
* xyz -2 1
C 1.8379 0.9839 0.2890
O -2.2320 -1.4833 -1.0968
C 0.3143 -1.0678 -0.1773
S 2.0797 -0.7826 -0.0040
S -0.1294 2.9136 0.0978
S -2.2338 -0.4326 -0.0190
H 2.7264 1.5318 -0.0284
O -2.4912 -1.0336 1.4009
H 0.0030 -2.0423 -0.5314
C -0.3926 0.0365 -0.0996
C 0.5177 1.3765 0.1687
*
```

The LUMO energy is 5.40 eV.

---

Result set for maximum force: 0.1011, 0.1234, 0.0576, 0.0159, 0.2411, 0.0844, 0.0842, 0.0743 hartree/bohr, one per record in the order listed.
Result set for energy relative to the best compared isomer or geometry (same formula, charge and spin): 0.000, 0.711, 3.123, 2.767, 8.559, 3.231, 2.734, 0.286 eV, one per record in the order listed.